1.
69
Properties=species:S:1:pos:R:3 method="wB97M-V/def2-TZVPD" total_charge=-1 gap_ev="5.28 / 7.20" spin_multiplicity=3 fmax_ev_per_a=0.86 s_squared=2.0296
Ti 0.403 0.120 -0.403
C 0.974 -4.220 -1.762
C -0.423 -3.688 -1.925
N -1.282 -4.425 -2.639
C -2.511 -3.923 -2.817
C -2.951 -2.724 -2.305
C -4.349 -2.261 -2.575
O -4.424 -1.157 -3.485
C -2.052 -1.929 -1.538
C -2.459 -0.730 -0.930
N -1.666 0.035 -0.116
C -2.360 0.743 0.873
C -3.381 1.652 0.571
C -4.031 2.363 1.564
C -3.682 2.186 2.898
C -2.711 1.253 3.229
C -2.084 0.526 2.228
I -0.818 -1.064 2.747
C -0.735 -2.444 -1.380
O 0.223 -1.749 -0.769
H 0.978 -5.289 -1.967
H 1.351 -4.029 -0.757
H 1.658 -3.735 -2.470
H -3.191 -4.530 -3.409
H -4.844 -1.980 -1.638
H -4.923 -3.079 -3.015
H -3.535 -0.798 -3.595
H -3.503 -0.443 -1.020
H -3.626 1.814 -0.473
H -4.805 3.072 1.295
H -4.176 2.750 3.678
H -2.458 1.072 4.265
O 5.222 2.008 2.425
C 5.601 1.039 1.613
O 6.757 0.707 1.485
C 4.526 0.361 0.841
C 4.736 -0.631 -0.091
N 3.534 -0.972 -0.583
N 2.554 -0.263 -0.032
C 3.128 0.552 0.842
C 2.201 1.456 1.578
O 2.679 2.312 2.342
O 0.982 1.267 1.316
H 4.224 2.163 2.396
H 5.654 -1.097 -0.407
H 3.296 -1.661 -1.280
Cl -0.152 3.052 -3.783
C -0.557 1.396 -4.188
C -1.571 1.229 -5.121
C -1.922 -0.042 -5.547
C -1.222 -1.130 -5.042
C -0.223 -0.939 -4.106
C 0.132 0.324 -3.604
C 1.137 0.432 -2.529
H -2.074 2.103 -5.511
H -2.723 -0.179 -6.262
H -1.464 -2.135 -5.364
H 0.311 -1.799 -3.724
H 1.675 1.376 -2.584
H 1.857 -0.385 -2.638
N 1.231 4.527 -0.542
C -0.002 4.684 0.039
C -0.615 3.476 -0.085
N 0.211 2.590 -0.737
C 1.311 3.256 -0.989
H 1.961 5.214 -0.591
H -0.318 5.611 0.482
H -1.588 3.189 0.264
H 2.180 2.876 -1.498


2.
61
Properties=species:S:1:pos:R:3 method="wB97M-V/def2-TZVPD" total_charge=-1 gap_ev=6.52 spin_multiplicity=1 fmax_ev_per_a=0.19
Zn 1.212 -0.396 0.704
C 0.045 1.343 -4.517
C -0.118 1.816 -3.101
C -1.113 2.705 -2.720
C -1.255 3.052 -1.388
C -0.367 2.491 -0.486
Br -0.563 2.955 1.349
N 0.599 1.664 -0.813
C 0.709 1.326 -2.098
H -0.606 1.896 -5.194
H -0.208 0.283 -4.593
H 1.074 1.459 -4.857
H -1.795 3.109 -3.459
H -2.031 3.723 -1.051
H 1.487 0.603 -2.324
S -0.131 -3.328 -0.393
Sb 1.799 -3.720 1.054
S 3.048 -0.794 -0.725
S 1.469 -1.957 2.575
S 3.562 -2.774 -0.340
C -6.687 -2.755 -0.943
C -5.234 -2.552 -0.602
C -4.386 -1.856 -1.450
C -3.045 -1.640 -1.144
C -2.195 -0.889 -2.135
C -2.532 -2.130 0.062
C -1.086 -1.903 0.461
O -0.617 -0.670 0.163
C -3.369 -2.861 0.917
C -2.842 -3.472 2.190
C -4.702 -3.056 0.577
H -6.884 -2.507 -1.986
H -7.330 -2.123 -0.324
H -6.992 -3.790 -0.778
H -4.773 -1.476 -2.391
H -2.697 -0.855 -3.106
H -1.215 -1.350 -2.251
H -2.019 0.128 -1.787
H -0.954 -2.149 1.516
H -2.494 -2.711 2.891
H -1.994 -4.129 1.984
H -3.621 -4.058 2.680
H -5.337 -3.626 1.249
C 5.140 0.914 2.206
C 4.380 2.218 1.930
C 5.179 3.071 0.950
C 4.151 2.988 3.227
N 3.080 1.998 1.273
N 2.216 1.094 1.951
H 6.141 1.139 2.581
H 5.222 0.318 1.295
H 4.648 0.297 2.962
H 6.158 3.315 1.364
H 4.645 3.998 0.732
H 5.332 2.531 0.013
H 5.105 3.237 3.696
H 3.579 2.393 3.943
H 3.602 3.909 3.026
H 3.254 1.565 0.369
H 1.630 1.612 2.596
H 2.722 0.375 2.468


3.
8
Properties=species:S:1:pos:R:3 method="wB97M-V/def2-TZVPD" gap_ev=9.33 spin_multiplicity=1 fmax_ev_per_a=5.04 smiles="O=CC(=O)[N+](=O)[O-]"
O 0.635 -1.865 -1.183
C 0.679 -0.705 -0.882
C 0.295 -0.194 0.555
O 0.645 -0.620 1.662
N -0.866 0.821 0.418
O -0.704 1.803 1.108
O -1.755 0.566 -0.318
H 1.071 0.195 -1.360